{
  "formula": "C8H20ClFeIrO",
  "method": "ωB97M-V/def2-TZVPD",
  "symbols": ["Ir", "Cl", "C", "C", "H", "H", "H", "H", "H", "H", "Fe", "C", "C", "H", "H", "H", "H", "H", "C", "C", "C", "C", "O", "H", "H", "H", "H", "H", "H", "H", "H", "H"],
  "coordinates": [[1.62433, 1.75419, -0.67528], [1.17131, 0.90241, -2.95060], [2.78575, 2.57673, 0.71110], [0.81879, 3.51314, -1.20816], [2.74521, 3.66943, 0.62874], [2.33429, 2.25135, 1.66019], [3.81977, 2.19987, 0.65985], [0.99743, 4.26263, -0.41898], [-0.25746, 3.38351, -1.40964], [1.31987, 3.79478, -2.15292], [1.41566, -0.39351, -1.26780], [2.94762, 0.05505, -0.09134], [-0.20319, -0.00569, -0.17031], [2.96407, 0.21781, 1.00106], [2.87617, -1.05228, -0.26966], [3.88154, 0.41945, -0.55781], [-0.88318, 0.76696, -0.58123], [-0.04716, 0.11039, 0.92352], [-3.21213, -1.16481, -0.04567], [-1.90694, -1.87479, 0.27384], [-1.68012, -1.89657, 1.77244], [-1.97307, -3.30345, -0.24606], [-0.80219, -1.32646, -0.46649], [-4.03255, -1.70439, 0.43598], [-3.38743, -1.14173, -1.12656], [-3.22414, -0.14591, 0.34061], [-2.48337, -2.47440, 2.23784], [-0.73907, -2.39382, 2.02253], [-1.69183, -0.89620, 2.20613], [-2.12379, -3.30438, -1.33054], [-1.03989, -3.83082, -0.02033], [-2.79741, -3.84434, 0.22559]],
  "forces_ev_per_a": [[-0.264, 2.788, 0.591], [-0.132, 1.185, -2.622], [1.593, 1.199, 1.081], [-1.039, 0.966, -0.157], [0.191, -0.159, 0.153], [0.026, 0.063, 0.051], [-0.120, 0.368, 0.254], [-0.342, -0.014, -0.489], [0.244, 0.427, -0.018], [-0.146, 0.143, 0.307], [-0.587, -6.471, -1.832], [1.868, -0.236, 1.212], [-2.765, -0.255, 1.194], [0.121, -0.374, -0.417], [0.626, 0.200, 0.393], [-0.217, -0.576, 0.355], [0.156, -0.222, 0.481], [-0.191, 0.074, -0.473], [-0.106, 0.161, -0.115], [0.087, -0.146, -0.158], [0.138, -0.055, 0.239], [0.074, -0.262, -0.090], [0.690, 0.682, 0.017], [-0.023, 0.040, -0.078], [0.044, 0.006, 0.156], [0.074, 0.100, -0.038], [-0.005, 0.082, 0.019], [0.007, 0.133, -0.070], [0.069, 0.011, 0.009], [0.070, -0.004, 0.159], [-0.122, 0.122, -0.098], [-0.020, 0.023, -0.020]],
  "e_tot_ha": -2219.914157,
  "homo_energy_ev": [0.2, -6.3],
  "multiplicity": 10,
  "charge": -1
}